(1)
{
  "formula": "C5H3ClS",
  "method": "ωB97M-V with the def2-TZVPD basis set",
  "elements": ["Cl", "S", "C", "C", "C", "C", "C", "H", "H", "H"],
  "xyz": [[1.87811, -2.07030, 0.62651], [-1.05753, 0.79440, 1.86581], [0.12816, -0.30809, 1.74747], [-1.24790, 1.44952, -1.69925], [0.41275, -0.38079, -0.78778], [-0.49474, 0.67427, -1.17345], [0.70858, -0.79509, 0.48906], [0.93322, -0.82712, -1.63239], [0.54587, -0.79105, 2.66706], [-1.80652, 2.25427, -2.10304]],
  "smiles": "C#C/C=C(/Cl)C=S",
  "e_homo_ev": -8.830,
  "largest_force_ev_per_a": 1.65,
  "spin_multiplicity": 1,
  "de_lowest_kcal_mol": 39.9,
  "orbital_gap_ev": 7.42
}

---

(2)
{
  "formula": "C5H3CsO3",
  "method": "ωB97M-V with the def2-TZVPD basis set",
  "elements": ["Cs", "O", "O", "O", "C", "C", "C", "C", "C", "H", "H", "H"],
  "xyz": [[-3.07264, 0.60277, 3.48168], [3.25547, 0.43522, 0.14347], [-1.11167, -0.89885, 0.63658], [-1.24009, 3.48056, 1.78697], [-0.74469, -0.73730, -0.51311], [1.57790, -0.97564, -0.95840], [-0.60130, 4.11096, 1.09582], [2.40408, -0.18383, -0.39023], [0.28261, -1.62110, -1.17389], [-1.11831, 0.12222, -1.10553], [0.27666, -2.63535, -0.74594], [0.09197, -1.69968, -2.25742]],
  "s_squared": 0.760,
  "charge": 1,
  "e_homo_ev": [-12.023, -11.622],
  "largest_force_ev_per_a": 0.93,
  "spin_multiplicity": 2,
  "orbital_gap_ev": [8.33, 7.06]
}

---

(3)
{
  "formula": "C5H3F2N",
  "method": "ωB97M-V with the def2-TZVPD basis set",
  "elements": ["F", "F", "N", "C", "C", "C", "C", "C", "H", "H", "H"],
  "xyz": [[-0.63858, 0.90672, 2.41705], [0.58770, -0.73868, -2.53115], [-1.21857, 0.53523, 0.29949], [-0.90507, 0.18531, -0.93392], [0.90961, -0.25139, 1.07738], [-0.34973, 0.36370, 1.23816], [0.31868, -0.39709, -1.27582], [1.16913, -0.61818, -0.21445], [-1.63233, 0.43239, -1.71992], [1.67736, -0.36852, 1.89345], [2.08715, -1.01690, -0.59118]],
  "smiles": "Fc1ccc(F)nc1",
  "e_homo_ev": -9.670,
  "largest_force_ev_per_a": 3.07,
  "spin_multiplicity": 1,
  "de_lowest_kcal_mol": 2.9,
  "orbital_gap_ev": 10.36
}

---

(4)
{
  "formula": "C5H3F3NO2S",
  "method": "ωB97M-V with the def2-TZVPD basis set",
  "elements": ["S", "F", "F", "F", "O", "O", "N", "C", "C", "C", "C", "C", "H", "H", "H"],
  "xyz": [[-1.58298, 1.57805, -0.10690], [2.87225, -0.54308, 0.08681], [1.90149, 0.74713, -1.34798], [1.54995, -1.48131, -1.29245], [-2.20084, -1.08093, 1.17873], [-1.94538, -2.29927, -0.66890], [0.64941, 1.05517, 1.16114], [0.50386, -0.13919, 0.38141], [-1.81975, -1.27898, 0.00349], [-0.20277, 1.96728, 0.97492], [-0.98328, -0.02114, -0.58420], [1.67448, -0.40090, -0.55147], [0.40376, -1.09476, 0.96406], [-0.64363, 0.00150, -1.62459], [-0.17657, 2.99045, 1.42593]],
  "smiles": "O=C([O-])[C@H]1SC=N[C@@H]1C(F)(F)F",
  "charge": -1,
  "e_homo_ev": -4.648,
  "largest_force_ev_per_a": 3.24,
  "spin_multiplicity": 1,
  "de_lowest_kcal_mol": 0.0,
  "orbital_gap_ev": 7.79
}

---

(5)
{
  "formula": "C5H3F6NS",
  "method": "ωB97M-V with the def2-TZVPD basis set",
  "elements": ["S", "F", "F", "F", "F", "F", "F", "N", "C", "C", "C", "C", "C", "H", "H", "H"],
  "xyz": [[-1.93777, 0.48548, -1.53466], [-4.96623, 1.28484, -0.62693], [-3.04479, -2.46234, -0.13319], [-3.67136, 2.62624, 0.36080], [-4.77541, -1.70103, 0.97886], [-4.71351, 1.11493, 1.50093], [-4.61023, -1.53866, -1.20761], [-1.87223, 0.11351, 0.82835], [-3.97474, -1.55958, -0.09402], [-2.98159, 0.36583, 0.02101], [-4.10360, 1.35988, 0.36346], [0.49294, -0.05668, -0.21883], [-0.94456, 0.12723, -0.06632], [1.01039, 0.09847, 0.79674], [1.00794, 0.64537, -0.99252], [0.50751, -1.11007, -0.58966]],
  "e_homo_ev": -9.845,
  "largest_force_ev_per_a": 4.91,
  "spin_multiplicity": 1,
  "de_lowest_kcal_mol": 37.0,
  "orbital_gap_ev": 9.95
}

---

(6)
{
  "formula": "C5H3FO2",
  "method": "ωB97M-V with the def2-TZVPD basis set",
  "elements": ["F", "O", "O", "C", "C", "C", "C", "C", "H", "H", "H"],
  "xyz": [[2.30489, -1.25841, 0.19910], [-2.10071, 0.64575, 0.23167], [-2.15660, -1.50814, -0.10530], [-1.43884, -0.55494, -0.02901], [0.12127, -0.38626, -0.20446], [1.00057, 1.96331, -0.05779], [0.58264, 0.89580, -0.12238], [0.93541, -1.51652, -0.06422], [1.48566, 2.93529, -0.26891], [-1.27794, 1.30493, 0.47084], [0.54367, -2.52082, -0.04955]],
  "smiles": "C#C/C(=C\\F)C(=O)O",
  "e_homo_ev": -10.149,
  "largest_force_ev_per_a": 8.22,
  "spin_multiplicity": 1,
  "de_lowest_kcal_mol": 69.9,
  "orbital_gap_ev": 9.57
}